Entry 1:
Formula: C51H46N9O5PS3Se2Sr
Source: the Open Molecules 2025 dataset
Level of theory: ωB97M-V/def2-TZVPD

Geometry as XYZ:
```
118
Properties=species:S:1:pos:R:3:mulliken_charge:R:1
Sr -0.22446 0.06299 -0.04297 1.632
C -3.21557 -2.19761 3.43478 -0.800
O -1.94645 -2.20263 4.07826 -0.355
C -0.98410 -2.95749 3.44024 -0.132
C -0.47908 -4.04826 4.10248 -0.479
C 0.56087 -4.80170 3.54309 -0.679
C 1.04292 -4.43047 2.30684 -0.888
C 0.54922 -3.32541 1.59338 1.196
C 1.17420 -3.10484 0.29041 -1.420
N 0.94328 -2.17418 -0.55325 0.823
N 1.72339 -2.23729 -1.70300 -1.239
C 1.61258 -1.17965 -2.45645 0.133
O 0.91926 -0.10763 -2.27240 0.009
C 2.47003 -1.21756 -3.69047 0.343
C 3.67693 -1.90690 -3.73137 -0.323
C 4.44959 -1.89797 -4.88513 -0.631
C 4.01598 -1.21408 -6.01486 -0.432
C 2.80732 -0.52800 -5.98091 -1.251
C 2.04534 -0.52247 -4.82082 0.016
C -0.48515 -2.52234 2.16833 1.003
O -0.98882 -1.47107 1.63126 -0.616
H -3.66215 -3.19855 3.46895 0.291
H -3.13332 -1.87100 2.39950 0.163
H -3.84753 -1.50207 3.98578 0.275
H -0.89702 -4.29239 5.07329 0.392
H 0.96743 -5.65939 4.06469 0.383
H 1.84224 -5.00861 1.85351 0.308
H 1.93380 -3.84514 0.02170 0.123
H 3.99215 -2.44533 -2.84741 0.451
H 5.39587 -2.42606 -4.90332 0.374
H 4.61985 -1.21112 -6.91499 0.382
H 2.45993 0.00705 -6.85741 0.436
H 1.11636 0.03438 -4.76116 0.649
Se -3.01802 -0.85596 -1.72066 -0.433
P -3.09359 -0.24655 -3.78485 1.113
Se -1.97020 1.40294 -4.57183 -0.481
C -2.71044 -1.76115 -4.74813 -0.016
C -1.47153 -1.90964 -5.35493 -0.210
C -1.13593 -3.10020 -5.98716 -0.395
C -2.04844 -4.14383 -6.03067 -0.449
C -3.29404 -3.99866 -5.43046 -0.616
C -3.62043 -2.81643 -4.78265 -0.339
C -4.84631 0.05215 -4.23865 0.060
C -5.18475 0.14910 -5.58874 -0.459
C -6.49289 0.40935 -5.96374 -0.614
C -7.47350 0.59043 -4.99201 -0.360
C -7.13804 0.50416 -3.65032 -0.623
C -5.82673 0.22876 -3.27334 -0.395
H -0.77508 -1.08272 -5.32251 -0.033
H -0.15575 -3.21057 -6.43552 0.427
H -1.78794 -5.07422 -6.52162 0.361
H -4.00701 -4.81444 -5.45284 0.367
H -4.57848 -2.71494 -4.28660 0.363
H -4.41163 0.03276 -6.33907 0.353
H -6.74862 0.47841 -7.01465 0.371
H -8.49586 0.79960 -5.28524 0.348
H -7.89611 0.64672 -2.88936 0.391
H -5.55166 0.13992 -2.22860 0.289
C 2.05441 2.70417 -3.68949 -0.871
N 2.45626 3.53727 -2.56817 -0.103
C 2.73181 3.10098 -1.31766 0.082
N 2.66489 1.78273 -1.10749 -0.111
S 3.16195 4.21931 -0.12005 -0.500
H 0.97505 2.52421 -3.73157 0.236
H 2.55110 1.73997 -3.63345 0.315
H 2.37395 3.17835 -4.61699 0.424
H 2.40775 4.53776 -2.64603 0.221
H 2.13069 1.17211 -1.73365 0.170
H 2.67471 1.46258 -0.14225 -0.040
S -1.39109 4.71247 -1.88813 -0.315
C -2.89938 4.15953 -1.28675 -0.206
C -2.80378 2.85143 -0.93686 -1.406
N -1.56176 2.29558 -1.12225 0.984
C -0.73471 3.15188 -1.62526 -0.553
H -3.77324 4.78921 -1.25434 0.524
H -3.61348 2.23266 -0.57205 0.612
H 0.28948 2.91222 -1.86806 0.257
S -5.56163 2.38428 2.01663 -0.417
C -4.13811 2.26154 2.86965 0.043
N -3.01976 2.92657 2.39802 -0.019
C -1.85420 3.01586 3.05888 -0.229
C -1.72532 2.35746 4.24097 -0.440
C -2.83056 1.58863 4.64239 0.068
N -3.98509 1.54682 4.02094 -0.586
H -3.12266 3.35057 1.48430 0.136
H -1.06517 3.56353 2.56836 0.727
H -0.79693 2.34432 4.78950 0.221
H -2.74687 0.96413 5.52769 0.394
O 0.30820 2.18382 1.56986 -0.408
C 1.22127 1.54790 2.12006 -0.785
N 1.65439 1.76713 3.40969 0.704
C 2.69617 0.81440 3.75854 2.383
C 2.80008 0.02869 2.40237 -1.209
O 3.60415 -0.85993 2.23221 -0.776
N 1.89012 0.52954 1.52280 0.620
C 2.22051 -0.07606 4.90181 -0.804
C 2.22924 -1.46239 4.83260 -0.064
C 1.76132 -2.21949 5.90227 -0.707
C 1.29104 -1.60287 7.04959 -0.489
C 1.28244 -0.21437 7.12690 -1.068
C 1.74213 0.53793 6.05932 0.056
C 4.03378 1.48766 4.02778 0.052
C 4.87848 1.07141 5.04985 -0.252
C 6.10838 1.69011 5.24187 -0.968
C 6.50908 2.72566 4.41141 -0.383
C 5.67392 3.13545 3.37754 -0.901
C 4.44726 2.52080 3.18713 -0.173
H 1.59600 2.68904 3.80678 0.432
H 2.58118 -1.95651 3.93601 0.479
H 1.74408 -3.29778 5.81353 0.481
H 0.91592 -2.19661 7.87436 0.396
H 0.90832 0.28088 8.01533 0.386
H 1.73105 1.62088 6.12395 0.421
H 4.57673 0.25750 5.69612 0.489
H 6.75658 1.35494 6.04309 0.389
H 7.46909 3.20473 4.56138 0.382
H 5.97782 3.92726 2.70384 0.445
H 3.82102 2.83987 2.35873 0.103
```

Properties
F_max in eV/A: 0.70
Electronic energy in eV: -250615.4960
Energy relative to the best compared isomer or geometry (same formula, charge and spin) in kJ/mol: 0.0
Total charge: -2



Entry 2:
Formula: C51H47F8NO
Source: the Open Molecules 2025 dataset
Level of theory: ωB97M-V/def2-TZVPD

Geometry as XYZ:
```
108
Properties=species:S:1:pos:R:3:mulliken_charge:R:1
F 16.08955 11.85704 11.41130 -0.108
C 16.58956 12.85172 10.65230 -0.110
C 16.99953 12.68546 9.35000 -0.496
C 17.47702 13.77148 8.62706 -0.694
C 17.47079 15.05828 9.21974 -0.548
C 17.01725 15.26760 10.47854 -0.350
C 16.64687 14.16864 11.21164 0.493
H 16.87450 11.68416 8.96510 0.429
H 17.84877 13.71674 7.61454 0.387
H 17.89794 15.87158 8.65185 0.380
H 17.08458 16.23678 10.95026 0.459
H 16.31080 14.24246 12.23536 0.184
F 14.01018 6.00352 14.18976 -0.291
C 14.62066 7.13390 14.56800 0.168
C 14.95953 8.08344 13.56640 -0.431
C 15.92738 9.09528 13.77986 -0.396
C 16.48346 9.16933 15.07824 -0.385
C 16.08352 8.35911 16.09927 -0.399
C 15.14857 7.31910 15.81732 -0.425
H 14.68152 7.96582 12.52944 0.418
H 16.23177 9.71193 12.94710 0.531
H 17.23506 9.92160 15.26684 0.364
H 16.51127 8.40098 17.09006 0.450
H 14.83692 6.63624 16.59385 0.395
F 8.76462 10.97920 18.58922 -0.317
C 9.64577 11.64488 19.35280 -0.090
C 9.90633 11.37558 20.71536 -0.373
C 10.87320 12.10350 21.40972 -1.067
C 11.61725 13.08600 20.73610 -0.016
C 11.34170 13.42170 19.43055 -0.139
C 10.35730 12.63386 18.73786 -0.212
H 9.29637 10.65488 21.23970 0.413
H 11.01874 11.74762 22.41896 0.417
H 12.46043 13.53516 21.23980 0.558
H 11.88717 14.19214 18.90588 0.453
H 10.07962 12.78468 17.70512 0.403
F 18.01139 16.02362 13.43218 -0.137
C 18.33998 15.80322 14.73142 -0.197
C 19.28457 16.68660 15.29990 -0.503
C 19.47315 16.65402 16.63643 -0.732
C 18.82019 15.66912 17.40896 -0.116
C 18.06734 14.69344 16.80519 -0.482
C 17.65610 14.85780 15.52806 0.396
H 19.67694 17.37687 14.56780 0.427
H 20.21544 17.20614 17.19372 0.387
H 19.14468 15.55228 18.43242 0.403
H 17.57247 13.84776 17.25940 0.065
H 17.02258 14.12234 15.05462 0.475
F 9.53825 16.65098 9.30494 -0.307
C 10.65697 16.35076 9.95428 0.140
C 11.51054 15.31858 9.50770 -0.515
C 12.78018 15.18110 10.08107 -0.478
C 13.17131 16.19500 11.03860 -0.061
C 12.34844 17.21254 11.46730 -0.771
C 11.07182 17.25268 10.94106 -0.138
H 11.09722 14.66856 8.75072 0.398
H 13.34374 14.31390 9.77000 0.452
H 14.16239 16.17664 11.46734 0.311
H 12.71995 17.96330 12.14902 0.489
H 10.37981 18.01058 11.27738 0.479
F 14.18869 10.41738 18.69784 -0.368
C 14.92204 11.17404 19.55492 -0.019
C 14.66707 11.23094 20.89338 -0.275
C 15.50488 11.91882 21.77440 -0.741
C 16.63674 12.53446 21.22024 -0.398
C 16.90428 12.51380 19.85078 -0.789
C 15.99836 11.87126 19.02174 0.305
H 13.76971 10.72802 21.22234 0.473
H 15.39198 11.81662 22.84360 0.462
H 17.29186 13.05692 21.90162 0.401
H 17.82011 12.94236 19.47134 0.507
H 16.12576 11.82552 17.95025 0.492
F 9.52347 15.28858 17.76562 -0.156
C 9.21988 15.85616 16.58152 0.033
C 7.94997 15.71032 16.01578 -0.529
C 7.72464 16.13228 14.67098 -0.584
C 8.77184 16.45531 13.86524 -0.223
C 10.05982 16.50088 14.39776 -0.157
C 10.25667 16.28248 15.74986 -0.219
H 7.15150 15.30996 16.62286 0.431
H 6.73848 16.11256 14.23108 0.367
H 8.50711 16.79466 12.87470 0.343
H 10.92000 16.79137 13.81288 0.255
H 11.22057 16.32242 16.23537 0.403
F 13.71185 16.17472 14.96740 -0.403
C 13.87306 14.93488 15.21478 -0.573
C 14.32232 14.06788 14.26408 0.127
C 14.46484 12.67696 14.50160 -0.484
C 13.92308 12.14396 15.69612 -0.837
C 13.44601 13.01306 16.67240 -0.525
C 13.48581 14.40674 16.47268 0.569
H 14.66622 14.54118 13.35628 0.267
H 14.73941 11.99172 13.71328 0.410
H 14.00172 11.09796 15.95326 0.653
H 13.01252 12.64442 17.59032 0.334
H 13.28606 15.00838 17.34705 0.401
C 13.19435 16.67094 20.51236 0.026
O 12.97573 16.09800 21.53350 -0.555
N 14.22781 16.27040 19.70165 0.264
C 14.60172 17.06726 18.53774 -0.808
C 15.11718 15.15574 20.00940 -0.437
H 12.73335 17.58126 20.09886 0.348
H 13.72350 17.64822 18.25611 0.313
H 14.85114 16.33984 17.76524 0.088
H 15.41249 17.77876 18.69433 0.321
H 15.83296 15.00490 19.20132 0.145
H 15.67181 15.35382 20.92660 0.459
H 14.46665 14.28566 20.09799 -0.157
```

Properties
F_max in eV/A: 5.01
SMILES: Fc1ccccc1.Fc1ccccc1.Fc1ccccc1.Fc1ccccc1.Fc1ccccc1.Fc1ccccc1.Fc1ccccc1.Fc1ccccc1.CN(C)C=O
Electronic energy in eV: -78924.0853



Calculated E_LUMO (eV), listed in the same order as above: 3.689, 0.524